1.
3 unconnected molecules or ions with the total composition C4H16N2O2 at a distorted geometry. Source: the OMol25 dataset; level of theory: the ωB97M-V functional and the def2-TZVPD basis.

HOMO level (spin up / spin down): -0.790 / -0.789 hartree
molar mass: 124.184 g mol⁻¹
charge: +3
2S+1: 2
orbital gap (spin up / spin down): 0.2763 / 0.1244 Ha
E_tot: -420.64803 a.u.
LUMO (spin up / spin down): -13.98 / -18.08 eV

Geometry as XYZ:
```
24
Properties=species:S:1:pos:R:3:mulliken_charge:R:1
C -0.03927 0.50316 -1.86010 -0.88
C 1.16632 -0.26055 -1.32546 -0.68
C 1.22023 -0.30402 0.15341 0.04
C 2.24358 -0.97981 0.66918 -0.23
N 2.24644 -0.93120 2.20385 -0.21
N -1.32711 -0.12964 -1.77884 -0.17
H -0.06047 1.61214 -1.54965 0.39
H 0.24004 0.57507 -3.06769 0.40
H 1.14703 -1.32786 -1.75818 0.51
H 2.09279 0.17037 -1.56274 0.58
H 0.45338 0.39570 0.56488 0.39
H 3.18710 -1.39011 0.26409 0.47
H 3.12593 -1.40595 2.29003 0.37
H 2.32052 0.04641 2.56312 0.42
H 1.48079 -1.41700 2.67179 0.40
H -1.60244 -0.51289 -2.64748 0.34
H -1.22534 -0.95583 -1.18682 0.38
H -2.14534 0.41197 -1.29172 0.43
H -2.81651 2.30910 1.82126 0.34
H -1.43263 2.69623 1.06333 0.30
O -1.92484 2.01001 1.45127 -0.64
H -2.34842 0.11029 1.12507 0.33
H -3.39160 -0.77075 0.82996 0.33
O -2.61018 -0.45481 0.35745 -0.62
```

2.
A gas-phase ion, C7H8N3O3S2 (charge +1) at a distorted geometry. Source: the OMol25 dataset; level of theory: the ωB97M-V functional and the def2-TZVPD basis.

HOMO level: -0.452 hartree
molar mass: 246.293 g mol⁻¹
charge: +1
orbital gap: 0.2758 Ha
E_tot: -1457.51599 a.u.
LUMO: -4.81 eV

Geometry as XYZ:
```
23
Properties=species:S:1:pos:R:3:mulliken_charge:R:1
C -3.26876 0.89502 -0.51374 -0.48
C -1.84699 -0.02358 1.74796 0.82
C -2.09315 -1.62398 -0.06979 0.30
C 0.01189 1.48412 -0.75298 -0.56
C 1.00067 -0.27376 0.71933 -1.00
C 0.03540 -1.32664 1.28512 -0.68
C 0.48257 0.24664 -0.59289 0.78
N -5.26520 1.86831 0.36927 -0.63
N -4.34721 1.41553 -0.08233 0.75
N -1.37500 -0.93416 1.03468 0.02
O -0.58357 1.92916 -1.88263 -0.53
O -2.23095 0.75747 2.48710 -0.25
O 0.32399 -0.66320 -1.62384 -0.50
S -1.70633 -3.15541 -0.40308 -0.15
S -3.29308 -0.80621 -1.00125 -0.01
H 0.04069 2.22611 0.02847 0.41
H 1.97728 -0.74870 0.59600 0.40
H 1.11624 0.55903 1.41134 0.37
H 0.18737 -1.47381 2.35477 0.45
H 0.14790 -2.29048 0.77490 0.23
H -2.55816 1.54263 -1.00872 0.53
H 1.09982 -1.23252 -1.69446 0.39
H -0.42989 1.29791 -2.60203 0.34
```

3.
A molecular structure, C42H32CdF9GeO5P. Source: the OMol25 dataset; level of theory: the ωB97M-V functional and the def2-TZVPD basis.

HOMO level (spin up / spin down): -0.406 / -0.406 hartree
molar mass: 1003.691 g mol⁻¹
charge: +1
2S+1: 2
orbital gap (spin up / spin down): 0.3026 / 0.1880 Ha
E_tot: -5480.55850 a.u.
LUMO (spin up / spin down): -2.81 / -5.92 eV

Geometry as XYZ:
```
91
Properties=species:S:1:pos:R:3:mulliken_charge:R:1
Cd 0.45518 -0.02250 -0.10411 2.43
O -1.96081 3.57590 -0.47929 -0.47
C -1.03839 2.67022 -0.22050 0.51
O -0.81770 1.72561 -0.96078 -0.63
C -0.25999 3.01262 1.02909 -0.80
O 0.52733 1.94232 1.49061 -0.43
C 0.01370 1.31349 2.69218 -0.81
C -1.09434 0.30469 2.45076 0.66
O -1.78467 -0.00711 3.39523 -0.65
O -1.18321 -0.17136 1.23635 -1.02
H -2.39891 3.34997 -1.31687 0.43
H -0.95457 3.37031 1.78885 0.55
H 0.39428 3.84386 0.75821 0.44
H -0.33457 2.06973 3.39167 0.44
H 0.85818 0.79584 3.14496 0.25
C 3.59369 -0.15011 1.65109 -0.92
Ge 3.06750 -0.03854 -0.20329 -0.18
C 3.69077 -1.49327 -1.28428 1.15
C 4.55044 -2.46715 -0.77221 -0.16
C 5.05900 -3.45854 -1.60096 -0.78
C 4.70369 -3.48952 -2.94529 -0.62
C 3.84882 -2.52492 -3.46559 -0.77
C 3.34756 -1.52784 -2.63944 -0.54
C 3.44501 1.65318 -1.08064 0.76
C 2.44578 2.47892 -1.52524 -0.62
C 2.73328 3.69914 -2.18301 -1.25
C 4.02708 4.07197 -2.37604 -0.82
C 5.09652 3.24922 -1.93831 0.76
C 6.44541 3.63901 -2.14349 -0.87
C 7.47288 2.84825 -1.72704 -0.60
C 7.20120 1.61874 -1.08299 -1.19
C 5.91502 1.21935 -0.87111 -0.41
C 4.81618 2.02091 -1.28914 0.80
H 4.67424 -0.30945 1.68593 0.44
H 3.09398 -0.97326 2.16222 0.33
H 3.35984 0.78870 2.15132 0.42
H 4.84311 -2.44909 0.27286 0.43
H 5.73271 -4.20713 -1.20062 0.47
H 5.10264 -4.26343 -3.59045 0.44
H 3.58225 -2.54303 -4.51625 0.54
H 2.69452 -0.76947 -3.05951 0.46
H 1.40877 2.20595 -1.39872 0.64
H 1.92426 4.32883 -2.53220 0.47
H 4.26084 5.00655 -2.87453 0.40
H 6.64421 4.58287 -2.63929 0.40
H 8.49841 3.15618 -1.88899 0.41
H 8.02237 0.99100 -0.75828 0.44
H 5.73776 0.26697 -0.38485 0.13
F 3.87932 -8.53604 -0.02086 -0.26
C 3.56776 -7.92126 1.12978 0.72
F 4.70662 -7.70090 1.79772 -0.28
F 2.82886 -8.77441 1.85159 -0.24
C 2.81509 -6.64163 0.86489 0.33
C 1.72480 -6.68111 0.00038 -1.12
C 1.00614 -5.52812 -0.25068 -0.51
C 1.39042 -4.32739 0.35114 0.36
C 2.47410 -4.30031 1.21566 -0.21
C 3.18651 -5.46387 1.48306 -0.69
P 0.39248 -2.83555 0.12528 1.23
C -1.14743 -3.23383 0.99727 1.23
C -1.10930 -3.13573 2.38551 -0.79
C -2.23596 -3.41766 3.13818 -0.89
C -3.40226 -3.80491 2.49742 0.15
C -3.44616 -3.91918 1.11739 -1.14
C -2.31896 -3.63244 0.36377 -0.37
C -4.65828 -4.07085 3.28568 0.84
F -5.48347 -3.01475 3.24952 -0.25
F -4.39492 -4.33358 4.57138 -0.27
F -5.33079 -5.11766 2.78183 -0.27
C -0.03243 -2.67543 -1.63234 0.72
C -0.99910 -1.71092 -1.95641 -0.84
C -1.22854 -1.35580 -3.27585 -1.11
C -0.49421 -1.96690 -4.28221 0.26
C 0.45856 -2.92367 -3.97297 -1.03
C 0.69944 -3.27176 -2.64969 -1.30
C -0.74305 -1.62035 -5.72895 0.76
F 0.40920 -1.53100 -6.40908 -0.26
F -1.38419 -0.45142 -5.85384 -0.27
F -1.48856 -2.55973 -6.32639 -0.25
H 1.43691 -7.61559 -0.46587 0.44
H 0.14007 -5.56624 -0.90242 0.54
H 2.76127 -3.37326 1.69611 0.33
H 4.02796 -5.44963 2.16265 0.52
H -0.19950 -2.82372 2.88915 0.40
H -2.21279 -3.32601 4.21518 0.47
H -4.35726 -4.24244 0.63084 0.46
H -2.36024 -3.74361 -0.71136 0.40
H -1.61191 -1.26148 -1.17571 0.74
H -1.97626 -0.61352 -3.52054 0.54
H 1.02988 -3.39086 -4.76645 0.47
H 1.47530 -3.99246 -2.42027 0.44
```